C5H8O as an isolated structure in a non-equilibrium geometry, computed with the ωB97M-V functional and the def2-TZVPD basis.

Each line ends with the natural charge from an NBO analysis.
Cartesian coordinates (Å):
C1 -1.66980 -1.30980 0.09571  0.00
O1 -0.67684 -1.99483 0.63387  -0.59
C2 -0.44221 -0.21842 -0.02985  0.26
C3 0.31535 0.69175 0.98192  -0.45
C4 0.94933 1.30164 -0.28459  -0.40
C5 0.82780 -0.09652 -0.92321  -0.45
H1 -2.47444 -0.96751 0.76995  0.16
H2 -2.04789 -1.64636 -0.88562  0.16
H3 1.00703 0.01938 1.50656  0.23
H4 -0.16610 1.37127 1.69051  0.22
H5 1.85182 1.93097 -0.30247  0.22
H6 0.14832 1.88966 -0.74357  0.20
H7 1.54591 -0.80847 -0.49475  0.23
H8 0.83172 -0.16276 -2.01447  0.22

Summary:
Electronic energy in a.u.: -270.4047
Charge: 0
Frontier orbital gap in eV: 10.14
Relative energy (zero: lowest compared OMol25 entry of this formula, charge and spin) in kcal per mole: 96.1



A 2-piece molecular cluster, C5H4ClFN2O2 overall in a non-equilibrium geometry, computed with the ωB97M-V functional and the def2-TZVPD basis.

Each line ends with the natural charge from an NBO analysis.
Cartesian coordinates (Å):
C1 1.54604 0.68684 -0.55606  -0.35
C2 0.23162 1.05454 -1.02483  -0.18
C3 -1.92641 -2.61614 -0.38681  0.09
C4 2.07843 0.45257 0.68554  0.30
C5 -0.88056 0.84201 -0.32085  0.05
N1 -1.90880 -2.81193 -1.53683  -0.31
N2 -0.71157 0.39786 1.03922  0.48
O1 -0.88764 1.23361 1.90903  -0.34
O2 -0.46859 -0.74569 1.28470  -0.36
F1 3.37709 0.12044 0.76613  -0.31
Cl1 -2.50327 1.31144 -0.75474  0.07
H1 2.29462 0.76121 -1.36335  0.24
H2 0.12779 1.51024 -1.90598  0.23
H3 -1.87126 -2.50131 0.57843  0.21
H4 1.50252 0.30430 1.58641  0.18

Summary:
Electronic energy in a.u.: -1012.7696
Charge: 0
Frontier orbital gap in eV: 8.57
Structure (SMILES): O=[N+]([O-])/C(Cl)=C\C=C\F.C#N
Relative energy (zero: lowest compared OMol25 entry of this formula, charge and spin) in kcal per mole: 110.1



A 2-piece molecular cluster, C4H11NO3 overall in a non-equilibrium geometry, computed with the ωB97M-V functional and the def2-TZVPD basis.

Each line ends with the natural charge from an NBO analysis.
Cartesian coordinates (Å):
O1 -1.06048 -0.99744 0.88439  -0.62
C1 -0.54115 -0.06777 1.43745  0.81
O2 -0.44474 -0.03263 2.79575  -0.69
C2 0.09693 1.20327 0.88190  -0.52
C3 1.43213 0.87973 0.18786  -0.39
C4 1.19814 0.37020 -1.27471  -0.23
N1 0.81804 1.46233 -2.15363  -0.88
H1 -0.76722 -0.89582 3.10465  0.49
H2 0.23300 1.81153 1.77988  0.23
H3 -0.45514 1.79242 0.15307  0.23
H4 1.98439 0.15543 0.78855  0.20
H5 1.95779 1.83828 0.10450  0.22
H6 0.33600 -0.29776 -1.18228  0.20
H7 2.13983 -0.07637 -1.56803  0.20
H8 -0.18656 1.57480 -2.22772  0.36
H9 1.30824 1.59680 -3.01435  0.38
H10 -1.79613 -1.63071 -2.20872  0.47
H11 -1.11903 -2.45992 -1.09058  0.48
O3 -1.20984 -2.38125 -2.02512  -0.95

Summary:
Electronic energy in a.u.: -439.4902
Charge: 0
Frontier orbital gap in eV: 9.70
Structure (SMILES): NCCCC(=O)O.O
Relative energy (zero: lowest compared OMol25 entry of this formula, charge and spin) in kcal per mole: 22.4



One molecule with the formula C6H14N2O2 in a non-equilibrium geometry, computed with the ωB97M-V functional and the def2-TZVPD basis.

Each line ends with the natural charge from an NBO analysis.
Cartesian coordinates (Å):
C1 0.75328 -0.25729 0.23714  0.57
C2 -0.29060 -1.29981 0.77204  -0.45
C3 0.03913 1.54989 1.76016  -0.45
C4 -0.63308 1.31911 -1.96116  -0.70
C5 -0.66602 -2.44714 -0.15604  -0.62
N1 0.14401 1.08184 0.37905  -0.49
C6 -0.75000 1.64936 -0.49638  0.69
N2 1.21271 -0.48143 -1.11126  -0.86
O1 1.89396 -0.31495 1.06235  -0.73
O2 -1.57837 2.44894 -0.10531  -0.62
H1 2.16115 0.59480 1.32613  0.49
H2 2.20699 -0.67014 -1.09286  0.39
H3 0.73594 -1.24179 -1.57195  0.37
H4 -1.19913 -0.76218 1.03949  0.21
H5 0.13544 -1.71621 1.68277  0.23
H6 0.06118 0.71859 2.46135  0.21
H7 0.85070 2.24513 1.98911  0.19
H8 -0.90354 2.08663 1.86164  0.25
H9 -1.24112 2.03824 -2.50524  0.23
H10 -1.01488 0.32111 -2.15718  0.22
H11 0.39786 1.36702 -2.29001  0.25
H12 0.20809 -3.02395 -0.45027  0.21
H13 -1.34136 -3.11575 0.37176  0.22
H14 -1.18236 -2.09002 -1.04532  0.20

Summary:
Electronic energy in a.u.: -497.0074
Charge: 0
Frontier orbital gap in eV: 10.04
Structure (SMILES): CC[C@](N)(O)N(C)C(C)=O
Relative energy (zero: lowest compared OMol25 entry of this formula, charge and spin) in kcal per mole: 31.5



An isolated ion of composition C5H12NO and charge -1 in a non-equilibrium geometry, computed with the ωB97M-V functional and the def2-TZVPD basis.

Each line ends with the natural charge from an NBO analysis.
Cartesian coordinates (Å):
C1 1.24224 1.59989 -1.23523  -0.45
N1 1.02871 1.47532 0.34735  -0.62
C2 0.28186 0.20676 0.46432  -0.14
C3 -0.96230 0.16460 -0.31422  -0.48
C4 -1.24481 -1.38480 -0.77064  0.00
O1 -0.28695 -2.27834 -0.31514  -0.96
C5 -0.04963 0.00380 1.91209  -0.58
H1 2.06457 2.39444 -1.39635  0.17
H2 1.69814 0.68787 -1.79393  0.18
H3 0.20020 1.80885 -1.62595  0.22
H4 1.97703 1.37973 0.75781  0.34
H5 0.91438 -0.68865 0.22545  0.25
H6 -1.27365 0.79537 -1.23896  0.19
H7 -1.70096 0.85161 0.22886  0.18
H8 -1.36070 -1.47391 -1.97314  0.07
H9 -2.33348 -1.60450 -0.44811  0.08
H10 -0.96692 -0.55774 2.10581  0.22
H11 0.60343 -0.35623 2.62457  0.19
H12 -0.33163 1.12108 2.28568  0.16

Summary:
Electronic energy in a.u.: -327.5874
Charge: -1
Frontier orbital gap in eV: 6.45
Structure (SMILES): CN[C@@H](C)CC[O-]
Relative energy (zero: lowest compared OMol25 entry of this formula, charge and spin) in kcal per mole: 68.2



C31H29N5P2Sn as an isolated structure in a non-equilibrium geometry, computed with the ωB97M-V functional and the def2-TZVPD basis.

Each line ends with the natural charge from an NBO analysis.
Cartesian coordinates (Å):
Sn1 -3.41139 5.15459 -10.38967  1.72
C1 4.82713 -2.23164 2.03399  -0.42
N1 3.37170 -2.33129 2.49237  -1.03
P1 1.95450 -2.02930 1.37363  1.07
C2 0.72772 -1.29290 2.58523  -0.37
C3 0.94321 -0.44734 3.72374  -0.23
C4 -0.10718 -0.19541 4.58209  -0.22
C5 -1.35410 -0.68696 4.32475  -0.15
C6 -1.64785 -1.27223 3.05151  -0.16
C7 -0.59197 -1.68718 2.27314  -0.21
C8 2.58491 -1.01443 0.09267  -0.48
C9 3.60382 -1.45851 -0.84746  -0.18
C10 3.89024 -0.69305 -1.94374  -0.20
C11 3.16717 0.52106 -2.25555  -0.14
C12 2.11341 0.90365 -1.38342  -0.21
C13 1.91834 0.29660 -0.17010  -0.16
P2 2.96582 -2.84912 3.96784  2.01
C14 3.79217 -2.53068 5.37699  -0.61
C15 4.40093 -1.22462 5.33968  -0.14
C16 4.70086 -0.61071 6.48549  -0.19
C17 4.57861 -1.35317 7.74929  0.00
C18 4.10475 -2.67278 7.72344  -0.22
C19 3.64966 -3.28073 6.58560  -0.07
C20 1.61291 -3.94063 3.78562  -0.54
C21 0.82402 -4.17023 4.94329  -0.12
C22 -0.15327 -5.15935 4.88861  -0.22
C23 -0.45696 -5.71449 3.65370  -0.09
C24 0.27616 -5.43139 2.50617  -0.22
C25 1.39140 -4.63072 2.55662  -0.11
H1 4.92274 -2.80695 1.06071  0.25
H2 5.49009 -2.57301 2.82170  0.23
H3 5.13360 -1.14522 1.84460  0.24
H4 1.97668 -0.15199 3.73305  0.21
H5 0.16219 0.31049 5.52630  0.24
H6 -2.18009 -0.70773 5.01098  0.24
H7 -2.63157 -1.34753 2.73765  0.23
H8 -0.61574 -2.43835 1.48420  0.23
H9 4.18062 -2.41601 -0.71384  0.22
H10 4.75431 -0.93316 -2.63818  0.25
H11 3.24214 1.06888 -3.15438  0.23
H12 1.58654 1.80045 -1.64152  0.23
H13 1.25301 0.76061 0.56476  0.23
H14 4.71718 -0.69513 4.42973  0.25
H15 5.13031 0.40335 6.48085  0.26
H16 4.90029 -0.78876 8.53474  0.25
H17 4.23170 -3.26704 8.65655  0.27
H18 3.35424 -4.30864 6.48432  0.26
H19 1.14489 -3.73409 5.89862  0.24
H20 -0.75780 -5.44228 5.78200  0.26
H21 -1.33012 -6.52218 3.63371  0.27
H22 0.00817 -5.87166 1.58775  0.25
H23 2.17821 -4.81319 1.78514  0.27
N2 -7.96746 5.02031 -9.35638  -0.45
C26 -7.99027 3.74053 -9.73731  -0.02
C27 -6.63226 3.37838 -9.98628  -0.05
N3 -5.85394 4.46749 -9.78093  -0.60
C28 -6.69082 5.44219 -9.38799  0.27
C29 -6.11547 6.67145 -9.00364  0.32
N4 -4.80134 6.96853 -9.20575  -0.63
C30 -4.58573 8.19109 -8.66829  -0.06
C31 -5.76705 8.60301 -8.03117  -0.03
N5 -6.74718 7.72436 -8.38371  -0.46
H24 -8.86412 5.56246 -9.24500  0.47
H25 -8.90951 3.20893 -9.67697  0.27
H26 -6.16586 2.47449 -10.29461  0.25
H27 -3.63095 8.73841 -8.55043  0.27
H28 -6.07777 9.52493 -7.56114  0.27
H29 -7.72857 7.93555 -8.14538  0.47

Summary:
Electronic energy in a.u.: -2368.0086
Charge: +4
Frontier orbital gap in eV: 3.54



A 7-piece molecular cluster, C39H83N4O9 overall in a non-equilibrium geometry, computed with the ωB97M-V functional and the def2-TZVPD basis.

Each line ends with the Mulliken charge.
Cartesian coordinates (Å):
C1 2.63468 -5.64466 1.21186  -1.48
C2 2.85501 -5.48884 2.67949  -0.14
C3 1.68779 -5.51028 3.61020  -0.58
N1 2.13258 -4.99533 5.05628  0.16
C4 0.97426 -5.44362 5.93112  -0.58
C5 1.00035 -4.80126 7.34203  -0.73
C6 1.13913 -3.27954 7.17221  -0.58
C7 2.44294 -2.93385 6.39284  -0.63
C8 2.26608 -3.43776 4.95903  -0.74
C9 3.46102 -5.53478 5.68050  -0.98
H1 3.42066 -5.50777 0.46915  0.36
H2 1.94926 -4.85086 0.91488  0.37
H3 2.08992 -6.56169 0.98738  0.35
H4 3.43368 -4.58852 2.88604  0.19
H5 3.41506 -6.35530 3.03121  0.27
H6 1.45054 -6.57369 3.64090  0.39
H7 0.86429 -4.96486 3.14926  0.47
H8 0.09346 -5.12436 5.37400  0.48
H9 0.81880 -6.51726 5.82518  0.49
H10 -0.01996 -4.90313 7.71176  0.38
H11 1.69239 -5.18211 8.09312  0.30
H12 0.39398 -2.77165 6.55991  0.33
H13 1.07528 -2.87828 8.18365  0.35
H14 2.50623 -1.85114 6.28403  0.41
H15 3.41458 -3.27214 6.75281  0.29
H16 1.39441 -2.93109 4.54483  0.42
H17 3.09113 -3.08302 4.34132  0.32
H18 3.58075 -6.58688 5.42200  0.31
H19 3.31849 -5.48700 6.76009  0.45
H20 4.31068 -5.00045 5.25542  0.33
C10 4.81727 4.64231 -5.53832  -1.35
C11 4.95010 4.09710 -4.15459  -0.18
C12 6.35047 4.23628 -3.56711  -0.69
N2 6.73479 3.40636 -2.33589  0.01
C13 8.20124 3.72121 -1.87976  -0.58
C14 8.65681 3.11644 -0.48893  -0.64
C15 7.63570 3.43752 0.57987  -0.65
C16 6.12090 3.12241 0.17952  -0.80
C17 5.73040 3.77500 -1.17649  -0.67
C18 6.51786 1.91243 -2.64696  -1.12
H21 3.99658 4.20275 -6.10521  0.37
H22 5.74787 4.52636 -6.09388  0.35
H23 4.54667 5.69717 -5.49201  0.35
H24 4.87930 3.00961 -4.13309  0.30
H25 4.14108 4.43402 -3.50647  0.33
H26 6.54170 5.25453 -3.22845  0.37
H27 7.15167 4.03481 -4.27817  0.44
H28 8.23027 4.78909 -1.66319  0.37
H29 8.92649 3.41464 -2.63350  0.38
H30 9.64893 3.50468 -0.25859  0.39
H31 8.71517 2.03413 -0.60428  0.34
H32 7.65283 4.47304 0.91973  0.33
H33 7.89060 2.86460 1.47143  0.35
H34 5.37283 3.61408 0.80140  0.42
H35 5.83931 2.06982 0.14957  0.38
H36 5.96371 4.83777 -1.11171  0.43
H37 4.73905 3.62434 -1.60385  0.50
H38 7.15545 1.63974 -3.48792  0.30
H39 5.46657 1.67323 -2.80719  0.47
H40 6.98391 1.40862 -1.80017  0.50
C19 -6.57112 -2.55447 -7.42399  -1.10
C20 -5.29869 -3.04718 -6.69135  -0.51
C21 -4.99267 -4.57924 -6.71464  -0.56
N3 -4.02009 -5.09268 -7.78812  -0.07
C22 -4.01906 -6.65221 -7.65217  -0.69
C23 -3.13667 -7.43123 -8.68225  -0.71
C24 -3.52408 -7.01643 -10.10842  -0.64
C25 -3.53983 -5.49570 -10.22726  -0.90
C26 -4.39997 -4.63986 -9.21071  -0.43
C27 -2.57415 -4.66832 -7.40476  -1.00
H41 -6.11779 -1.98933 -8.23836  0.28
H42 -7.24949 -1.91306 -6.86140  0.32
H43 -7.20408 -3.34656 -7.82406  0.32
H44 -5.40210 -2.77770 -5.64026  0.46
H45 -4.41201 -2.49218 -6.99776  0.26
H46 -5.90415 -5.17333 -6.78064  0.48
H47 -4.46704 -4.96810 -5.84250  0.45
H48 -5.02037 -7.02460 -7.86854  0.38
H49 -3.71375 -6.96618 -6.65402  0.48
H50 -3.16228 -8.50298 -8.48528  0.40
H51 -2.08826 -7.15286 -8.57535  0.31
H52 -4.51326 -7.34364 -10.42868  0.33
H53 -2.83747 -7.48552 -10.81315  0.38
H54 -3.74240 -5.29729 -11.27974  0.44
H55 -2.51837 -5.11589 -10.20635  0.37
H56 -5.48626 -4.72943 -9.20185  0.42
H57 -4.23650 -3.56615 -9.30302  0.37
H58 -2.63015 -3.58055 -7.44624  0.39
H59 -1.96814 -4.97857 -8.25598  0.45
H60 -2.27778 -5.17510 -6.48638  0.33
C28 -3.59748 7.12478 8.27976  -1.42
C29 -2.69330 7.25022 7.10337  -0.04
C30 -3.37113 7.23905 5.66101  -0.67
N4 -2.26489 7.07304 4.57274  -0.06
C31 -1.15640 8.20646 4.84102  -0.67
C32 -0.00258 8.21472 3.86506  -0.78
C33 -0.55489 8.42228 2.44337  -0.66
C34 -1.67194 7.34118 2.12341  -0.77
C35 -2.76787 7.05974 3.14324  -0.58
C36 -1.57278 5.69453 4.74950  -1.02
H61 -3.15165 6.67376 9.16629  0.35
H62 -4.40685 6.44550 8.01219  0.36
H63 -4.17177 8.03297 8.46276  0.33
H64 -1.81558 6.60892 7.18353  0.30
H65 -2.30922 8.25265 7.29243  0.24
H66 -3.95638 8.14053 5.47959  0.36
H67 -3.97820 6.35028 5.48879  0.50
H68 -1.68335 9.14594 5.00776  0.48
H69 -0.66929 7.94914 5.78156  0.43
H70 0.58555 9.11958 4.01820  0.40
H71 0.69098 7.40508 4.09212  0.31
H72 -0.93834 9.44178 2.40229  0.32
H73 0.26139 8.36278 1.72348  0.37
H74 -2.06956 7.63059 1.15066  0.42
H75 -1.17220 6.41634 1.83527  0.39
H76 -3.49915 7.86647 3.09294  0.41
H77 -3.31284 6.11608 3.16833  0.48
H78 -1.10488 5.46265 3.79274  0.42
H79 -2.34423 4.96657 5.00057  0.37
H80 -0.87585 5.70921 5.58746  0.40
O1 -2.44962 -0.72105 -0.17991  -0.47
C37 -1.39199 -0.06040 -0.63142  0.70
O2 -1.65060 0.74019 -1.50856  -0.75
O3 -0.24211 -0.32678 -0.23674  -0.82
H81 -2.91112 -0.12490 -0.77423  0.35
O4 -6.77148 0.81440 3.59842  -0.49
C38 -7.79519 1.55952 3.26872  0.68
O5 -7.76367 1.84014 2.03485  -0.80
O6 -8.73358 1.89812 4.02035  -0.73
H82 -6.30951 0.43381 2.84787  0.33
O7 -5.33901 -6.99935 2.18764  -0.51
C39 -5.18843 -8.25269 1.72581  0.69
O8 -5.71999 -9.18389 2.38537  -0.77
O9 -4.54086 -8.26549 0.68215  -0.77
H83 -4.78323 -6.83108 1.42318  0.35

Summary:
Electronic energy in a.u.: -2431.2848
Charge: +1
Frontier orbital gap in eV: 2.77
Relative energy (zero: lowest compared OMol25 entry of this formula, charge and spin) in kcal per mole: 284.0